DFT (ωB97M-V/def2-TZVPD) results for the ion C2H6N2O3P with charge -1.

For the energy relative to the best compared isomer or geometry (same formula, charge and spin), the calculation gives 129.1 kJ/mol. As for the charge: -1. The calculation puts the frontier orbital gap at 7.337 eV. As for the calculated total energy: -20586.1041 eV. The HOMO energy is -3.7 eV. As for the structure (SMILES): [H]/N=C(\C)O[P@@](=N)([O-])O.

Atoms and positions in Å:
1 H -1.122069 1.019886 1.593642
2 N -0.244528 0.912953 1.096438
3 C -0.507230 0.557908 -0.112713
4 C -1.901934 0.704065 -0.687691
5 O 0.381330 0.089472 -0.976189
6 P 1.809679 -0.712798 -0.280705
7 N 1.110673 -1.901066 0.618365
8 O 2.813374 -0.794556 -1.328854
9 O 2.282436 0.329507 0.823970
10 H -2.672695 0.015056 -0.347434
11 H -2.073538 0.629898 -1.700225
12 H -2.434595 1.558416 -0.284010
13 H 0.966814 -2.738753 0.012573
14 H 1.592283 0.330011 1.572836

Cartesian forces (eV/Å) of the 6 atoms listed first:
-0.06 0.45 -0.05
-0.40 -0.65 -0.31
-0.32 0.12 0.05
-1.22 -0.04 2.26
0.40 0.48 0.46
-2.22 -1.98 3.10